The following is a DFT calculation (wB97M-V/def2-TZVPD) of one molecule with the formula C5H8O in a non-equilibrium geometry.

## Properties
Calculated total energy = -7360.4436 eV
SMILES = C1=COCCC1
Total charge = 0
Spin multiplicity = 1

Atoms and positions in Å:
C  -1.25  0.28  -0.27
C  -0.86  -0.07  1.10
C  -0.05  -0.45  -1.11
C  1.33  0.01  -0.54
O  1.16  0.95  0.59
C  0.31  0.40  1.51
H  -1.23  1.39  -0.36
H  -2.32  0.02  -0.41
H  -1.40  -0.86  1.60
H  -0.13  -0.21  -2.17
H  -0.11  -1.55  -1.00
H  1.94  0.55  -1.28
H  1.96  -0.84  -0.20
H  0.64  0.37  2.54

=====

The following is a DFT calculation (wB97M-V/def2-TZVPD) of one molecule with the formula C5H8O in a non-equilibrium geometry.

## Properties
Calculated total energy = -7358.4965 eV
SMILES = C#C[C@H](O)CC
Total charge = 0
Spin multiplicity = 1

Atoms and positions in Å:
C  -0.37  -1.81  -0.80
C  0.40  -0.87  0.11
C  -0.30  0.45  0.42
O  0.56  1.11  1.41
C  -0.37  1.42  -0.71
C  0.24  2.45  -0.52
H  -1.34  -2.08  -0.38
H  0.20  -2.74  -0.95
H  -0.54  -1.37  -1.79
H  1.38  -0.62  -0.32
H  0.58  -1.33  1.08
H  -1.29  0.28  0.85
H  0.05  1.79  1.88
H  0.80  3.32  -0.27

=====

The following is a DFT calculation (wB97M-V/def2-TZVPD) of one molecule with the formula C5H8O.

## Properties
Calculated total energy = -7357.5805 eV
Total charge = 0
Spin multiplicity = 1

Atoms and positions in Å:
C  1.01  2.05  0.46
O  0.00  1.08  0.64
C  -0.50  0.57  -0.53
C  0.78  -0.07  -1.55
C  0.20  -1.05  -1.02
C  -0.31  -2.29  -0.42
H  0.65  2.90  -0.14
H  1.29  2.40  1.46
H  1.88  1.62  -0.04
H  -1.40  0.00  -0.26
H  -0.83  1.33  -1.25
H  -1.32  -2.54  -0.78
H  0.36  -3.11  -0.70
H  -0.32  -2.22  0.67

=====

The following is a DFT calculation (wB97M-V/def2-TZVPD) of one molecule with the formula C5H8O.

## Properties
Calculated total energy = -7360.1494 eV
SMILES = C=CCOC=C
Total charge = 0
Spin multiplicity = 1

Atoms and positions in Å:
C  0.97  1.44  0.00
C  0.95  -2.04  0.10
C  -0.10  -1.31  -0.26
O  -0.88  -0.73  0.69
C  -1.36  0.55  0.34
C  -0.33  1.46  -0.27
H  1.41  0.79  0.75
H  1.66  2.11  -0.51
H  1.14  -2.18  1.16
H  1.54  -2.52  -0.65
H  -0.39  -1.18  -1.31
H  -1.74  0.96  1.28
H  -2.21  0.45  -0.36
H  -0.73  2.16  -0.99

=====

The following is a DFT calculation (wB97M-V/def2-TZVPD) of one molecule with the formula C5H8O.

## Properties
Calculated total energy = -7361.1934 eV
SMILES = CC1(C=O)CC1
Total charge = 0
Spin multiplicity = 1

Atoms and positions in Å:
C  -0.83  -1.13  0.69
C  0.01  -0.14  -0.09
C  -0.44  1.29  -0.28
C  0.71  1.01  0.61
C  0.81  -0.71  -1.21
O  0.89  -1.89  -1.47
H  -1.78  -0.68  1.00
H  -1.05  -1.99  0.07
H  -0.31  -1.49  1.59
H  -0.26  1.78  -1.24
H  -1.39  1.55  0.18
H  0.58  1.07  1.69
H  1.71  1.28  0.27
H  1.36  0.04  -1.81

=====

The following is a DFT calculation (wB97M-V/def2-TZVPD) of one molecule with the formula C5H8O.

## Properties
Calculated total energy = -7360.1449 eV
SMILES = CC#CCCO
Total charge = 0
Spin multiplicity = 1

Atoms and positions in Å:
C  -0.51  -2.82  -0.02
C  -0.04  -1.45  0.19
C  0.15  -0.28  0.42
C  -0.08  1.14  0.73
C  0.55  2.16  -0.22
O  0.41  1.79  -1.57
H  0.02  -3.35  -0.82
H  -0.44  -3.41  0.90
H  -1.57  -2.77  -0.30
H  -1.16  1.24  0.66
H  0.21  1.36  1.77
H  0.01  3.10  -0.10
H  1.60  2.36  0.04
H  0.86  0.94  -1.68

=====

The following is a DFT calculation (wB97M-V/def2-TZVPD) of one molecule with the formula C5H8O in a non-equilibrium geometry.

## Properties
Calculated total energy = -7358.7276 eV
SMILES = C[C@H]1O[C@H]2C[C@H]21
Total charge = 0
Spin multiplicity = 1

Atoms and positions in Å:
C  -1.59  -0.75  0.13
C  -0.78  0.28  -0.59
O  -0.39  1.27  0.65
C  0.95  1.01  0.33
C  1.38  -0.42  0.44
C  0.70  0.09  -0.81
H  -1.31  -0.12  1.00
H  -1.15  -1.74  0.25
H  -2.66  -0.75  -0.06
H  -1.30  0.89  -1.32
H  1.65  1.84  0.36
H  2.45  -0.58  0.31
H  0.89  -1.11  1.11
H  1.17  0.10  -1.79

=====

The following is a DFT calculation (wB97M-V/def2-TZVPD) of one molecule with the formula C5H8O.

## Properties
Calculated total energy = -7358.2010 eV
SMILES = C=C=C(C)OC
Total charge = 0
Spin multiplicity = 1

Atoms and positions in Å:
C  -1.44  0.60  0.44
O  -0.45  -0.37  0.69
C  -0.32  -1.61  -1.48
C  0.72  -0.88  -1.14
C  0.76  -0.17  -0.03
C  1.70  0.73  0.69
H  -2.42  0.13  0.55
H  -1.33  1.39  1.18
H  -1.38  1.03  -0.57
H  -0.49  -2.59  -1.04
H  -1.15  -1.15  -2.01
H  1.83  0.33  1.70
H  2.68  0.82  0.21
H  1.27  1.73  0.80

=====

The following is a DFT calculation (wB97M-V/def2-TZVPD) of one molecule with the formula C5H8O.

## Properties
Calculated total energy = -7361.1440 eV
SMILES = C[C@@H]1C=CCO1
Total charge = 0
Spin multiplicity = 1

Atoms and positions in Å:
C  1.76  -0.49  0.28
C  0.67  0.33  -0.43
O  -0.20  -0.56  -1.14
C  -1.49  -0.58  -0.54
C  -1.48  0.56  0.45
C  -0.26  1.09  0.50
H  1.88  -1.45  -0.25
H  2.73  0.01  0.25
H  1.50  -0.72  1.32
H  1.12  1.01  -1.17
H  -2.24  -0.46  -1.33
H  -1.66  -1.54  -0.04
H  -2.36  0.86  1.01
H  0.03  1.95  1.09

=====

The following is a DFT calculation (wB97M-V/def2-TZVPD) of one molecule with the formula C5H8O.

## Properties
Calculated total energy = -7360.2847 eV
SMILES = O[C@H]1[C@H]2CC[C@@H]12
Total charge = 0
Spin multiplicity = 1

Atoms and positions in Å:
O  1.37  -1.46  -0.17
C  0.90  -0.51  0.74
C  0.41  0.85  0.35
C  -0.29  0.82  -1.00
C  -1.26  -0.27  -0.47
C  -0.55  -0.23  0.88
H  2.31  -1.30  -0.26
H  1.42  -0.52  1.71
H  0.77  1.75  0.85
H  0.32  0.55  -1.86
H  -0.81  1.76  -1.21
H  -2.29  0.10  -0.40
H  -1.26  -1.23  -0.99
H  -1.04  -0.31  1.84

=====

The following is a DFT calculation (wB97M-V/def2-TZVPD) of one molecule with the formula C5H8O.

## Properties
Calculated total energy = -7358.2418 eV
Total charge = 0
Spin multiplicity = 1

Atoms and positions in Å:
C  -1.13  -1.51  -0.04
C  -0.08  -1.08  0.65
C  1.15  -0.44  0.03
C  0.81  0.89  -0.64
O  0.00  1.67  0.26
C  -1.28  1.70  -0.02
H  -1.16  -1.47  -1.13
H  -2.02  -1.88  0.45
H  -0.11  -1.11  1.74
H  1.58  -1.10  -0.73
H  1.92  -0.29  0.80
H  0.23  0.75  -1.55
H  1.71  1.48  -0.84
H  -1.70  2.22  0.88

=====

The following is a DFT calculation (wB97M-V/def2-TZVPD) of one molecule with the formula C5H8O in a non-equilibrium geometry.

## Properties
Calculated total energy = -7357.9885 eV
SMILES = C[C@@]12C[C@]1(C)O2
Total charge = 0
Spin multiplicity = 1

Atoms and positions in Å:
C  0.23  -1.39  -0.64
C  -0.74  -0.40  0.50
C  0.64  -0.20  0.18
C  -1.92  0.39  0.28
C  1.75  0.81  -0.04
O  0.20  -0.60  1.52
H  0.44  -2.43  -0.35
H  0.04  -1.19  -1.71
H  -1.90  1.40  0.55
H  -2.84  -0.06  0.64
H  -2.00  0.33  -0.84
H  1.83  0.93  -1.03
H  2.72  0.52  0.51
H  1.54  1.88  0.44

=====

The following is a DFT calculation (wB97M-V/def2-TZVPD) of one molecule with the formula C5H8O.

## Properties
Calculated total energy = -7357.9308 eV
Total charge = 0
Spin multiplicity = 1

Atoms and positions in Å:
C  0.29  -1.01  -0.65
C  -1.09  -0.59  -0.13
C  -0.85  0.81  0.38
O  0.52  0.77  0.96
C  0.07  1.71  -0.35
C  1.27  -0.28  0.27
H  0.41  -0.65  -1.68
H  0.44  -2.09  -0.62
H  -1.86  -0.62  -0.91
H  -1.41  -1.24  0.69
H  -1.59  1.19  1.11
H  0.04  2.69  0.15
H  2.08  0.20  -0.29
H  1.68  -0.90  1.07

=====

The following is a DFT calculation (wB97M-V/def2-TZVPD) of one molecule with the formula C5H8O in a non-equilibrium geometry.

## Properties
Calculated total energy = -7360.7979 eV
SMILES = C=C(C)C(C)=O
Total charge = 0
Spin multiplicity = 1

Atoms and positions in Å:
C  1.10  0.78  0.26
C  -1.17  -0.42  -0.06
C  0.36  -0.37  0.20
C  -1.96  0.82  0.17
C  1.09  -1.69  0.28
O  -1.62  -1.35  -0.67
H  2.16  0.69  0.19
H  0.67  1.77  0.31
H  -1.52  1.28  1.12
H  -3.07  0.56  0.31
H  -1.86  1.44  -0.73
H  1.22  -1.92  1.45
H  1.99  -1.50  -0.30
H  0.34  -2.39  -0.10

=====

The following is a DFT calculation (wB97M-V/def2-TZVPD) of one molecule with the formula C5H8O in a non-equilibrium geometry.

## Properties
Calculated total energy = -7357.4241 eV
Total charge = 0
Spin multiplicity = 1

Atoms and positions in Å:
C  -2.79  0.45  -0.37
C  -0.32  -0.32  -0.08
C  -1.77  -0.40  -0.60
C  0.84  -0.38  -1.08
C  2.52  0.17  0.68
O  2.07  -0.24  -0.69
H  -2.97  1.18  0.39
H  -3.69  0.39  -0.89
H  -0.12  0.53  0.63
H  -0.13  -1.22  0.61
H  -1.91  -1.09  -1.40
H  3.64  0.36  0.44
H  2.55  -0.56  1.43
H  2.09  1.12  0.93

=====

The following is a DFT calculation (wB97M-V/def2-TZVPD) of one molecule with the formula C5H8O.

## Properties
Calculated total energy = -7357.8700 eV
Total charge = 0
Spin multiplicity = 1

Atoms and positions in Å:
C  -0.33  -2.58  0.93
C  0.16  -1.41  0.48
C  -0.65  -0.22  0.35
C  -0.30  0.85  -0.60
C  0.21  2.07  0.19
O  0.66  0.66  -1.65
H  0.33  -3.43  1.11
H  1.23  -1.40  0.25
H  -1.39  -2.75  1.08
H  -1.27  1.15  -1.04
H  1.20  1.86  0.62
H  0.31  2.92  -0.49
H  -0.48  2.33  1.00
H  0.33  -0.04  -2.23

=====

The following is a DFT calculation (wB97M-V/def2-TZVPD) of a 2-piece molecular cluster, C5H8O overall in a non-equilibrium geometry.

## Properties
Calculated total energy = -7360.0833 eV
SMILES = C1CC1.C=C=O
Total charge = 0
Spin multiplicity = 1

Atoms and positions in Å:
C  1.64  -0.74  1.75
C  0.44  -1.29  1.71
O  -0.61  -1.81  1.74
C  -0.30  0.92  -0.26
C  -0.34  -0.23  -1.25
C  -1.27  0.95  -1.40
H  1.97  0.01  1.03
H  -0.70  0.81  0.74
H  2.29  -1.12  2.53
H  0.57  1.56  -0.33
H  -0.79  -1.18  -0.95
H  0.47  -0.31  -1.96
H  -1.07  1.67  -2.19
H  -2.32  0.78  -1.16